1.
Entry from the Open Molecules 2025 dataset: C17H23N2O6RuS2Se2 as an isolated structure (ωB97M-V/def2-TZVPD).

Calculated values
Spin multiplicity = 2
Molecular weight = 674.50 g/mol
Relative energy (zero: lowest compared OMol25 entry of this formula, charge and spin) = 36.1 kcal per mole
HOMO (spin up / spin down) = -2.466 / -2.431 eV
Maximum force = 1.89 eV/A
Total energy = -188212.990 eV
Net charge = -2

Geometry (Å):
Ru 0.956203 -0.864266 -2.098143
O -0.842927 -2.214032 -1.525778
N -2.101366 -1.928142 -1.686096
C -3.015441 -2.745768 -1.121585
C -4.361795 -2.529496 -1.250808
C -4.801141 -1.411949 -1.959352
C -3.866183 -0.575475 -2.520618
C -2.490440 -0.836250 -2.413392
S -1.327288 0.145978 -3.181194
H -2.588240 -3.569211 -0.570585
H -5.055689 -3.222651 -0.798551
H -5.857619 -1.206287 -2.068551
H -4.151160 0.305516 -3.076493
O 5.424368 -1.195610 -1.648378
C 4.435237 -0.179076 -1.733977
C 4.025911 0.372336 -0.361058
C 5.319875 0.895311 0.297798
O 5.132548 1.468215 1.585058
C 3.067788 1.565646 -0.495085
Se 1.690675 1.572546 -1.930291
C 3.463235 -0.720172 0.553063
Se 2.161308 -2.029896 -0.193991
H 4.990333 -1.961503 -1.246407
H 3.553126 -0.558529 -2.249579
H 4.851407 0.631913 -2.337803
H 5.787003 1.625570 -0.380029
H 6.019664 0.071893 0.435547
H 4.408343 2.100521 1.530160
H 3.643873 2.473173 -0.697444
H 2.508598 1.710040 0.430825
H 2.975504 -0.272268 1.416806
H 4.283659 -1.332274 0.930111
C 1.593545 -1.804549 -3.975228
H 1.926873 -1.037264 -4.673244
H 0.691860 -2.289168 -4.351821
H 2.377864 -2.543446 -3.812299
N -0.871134 0.267111 0.495883
C -1.668642 0.733623 1.526895
C -1.145576 0.934449 2.810178
C -1.961691 1.361259 3.846868
C -3.310740 1.585165 3.626735
C -3.843831 1.389171 2.364519
C -3.035256 0.957450 1.323017
S -4.328418 2.255892 4.952246
O -5.705425 1.930329 4.589620
O -3.866565 1.596103 6.170654
O -4.034594 3.689035 4.917008
H 0.125725 0.304936 0.620038
H -1.168707 0.470798 -0.445641
H -0.090246 0.746026 2.981900
H -1.567133 1.514308 4.843338
H -4.901836 1.566018 2.219141
H -3.455439 0.786951 0.336011

Forces on atoms 1 to 3 (eV/Å):
-1.8 -0.1 -0.5
1.4 -0.1 0.0
-0.5 0.5 -0.4


2.
Entry from the Open Molecules 2025 dataset: a single C17H23N3O3 molecule (ωB97M-V/def2-TZVPD).

Calculated values
Molecular weight = 317.39 g/mol
Relative energy (zero: lowest compared OMol25 entry of this formula, charge and spin) = 54.4 kcal per mole
HOMO = -8.052 eV
Maximum force = 4.07 eV/A
Total energy = -28615.195 eV
Net charge = 0

Geometry (Å):
C -3.729440 1.874538 -1.320149
C -2.739939 0.899699 -0.809213
C -1.942588 1.288958 0.459632
C -1.095554 2.548049 0.275213
C -1.108516 0.157577 1.014120
N -1.732190 -1.142276 0.703950
C -0.982717 -2.249849 0.548356
O -0.550056 -2.881006 1.513373
C -0.531138 -2.619865 -0.850484
N -1.658207 -2.621119 -1.766773
C 0.444420 -1.530045 -1.337672
C 1.686104 -1.380198 -0.594879
C 2.207662 -2.244190 0.324034
N 3.328024 -1.659184 0.920741
C 3.520614 -0.390967 0.393620
C 4.441006 0.611386 0.709055
C 4.269552 1.848879 0.097970
C 3.223559 2.111707 -0.765985
C 2.316691 1.085936 -1.103600
C 2.486177 -0.175862 -0.546850
C -0.953529 0.303624 2.532766
O -1.003405 1.403095 3.019221
O -0.657208 -0.726789 3.317975
H -4.420171 2.229531 -0.502284
H -3.220856 2.790624 -1.675171
H -4.327248 1.535405 -2.142079
H -3.289174 -0.029435 -0.616122
H -1.938547 0.709249 -1.572211
H -2.745579 1.545503 1.198103
H -0.303541 2.263686 -0.414841
H -0.626564 2.872499 1.193734
H -1.691635 3.360252 -0.115258
H -0.108187 0.223572 0.524812
H -2.487792 -1.300696 1.364627
H 0.027688 -3.574174 -0.828095
H -2.195601 -3.441815 -1.626338
H -2.242370 -1.816342 -1.447981
H -0.066281 -0.576148 -1.451260
H 0.668723 -1.804060 -2.357808
H 1.833425 -3.227515 0.614328
H 4.030684 -2.151539 1.499103
H 5.249168 0.543576 1.419463
H 4.950281 2.654354 0.279951
H 3.137106 3.089399 -1.235825
H 1.450892 1.207916 -1.768008
H -0.923729 -1.615938 2.924731

Forces on atoms 1 to 3 (eV/Å):
-0.3 2.6 0.9
1.7 -1.2 -0.2
-2.2 1.3 0.5


3.
Entry from the Open Molecules 2025 dataset: a single C17H23N3O3 molecule (ωB97M-V/def2-TZVPD).

Calculated values
Molecular weight = 317.39 g/mol
Relative energy (zero: lowest compared OMol25 entry of this formula, charge and spin) = 44.1 kcal per mole
HOMO = -8.139 eV
Maximum force = 2.68 eV/A
Total energy = -28615.641 eV
Net charge = 0

Geometry (Å):
C 0.865906 2.531008 -1.209773
C -0.542849 1.995644 -1.221340
C -1.524789 2.968393 -1.848639
C -0.973252 1.460145 0.135784
C -2.375295 0.904534 0.201188
N -3.396933 1.950353 0.315189
C -2.430446 -0.031918 1.435468
O -2.855662 0.354492 2.487259
N -1.845033 -1.272544 1.377472
C -1.303766 -1.928710 0.196935
C -0.047791 -2.784897 0.534470
C 1.241598 -2.185448 0.038819
C 1.793377 -2.447843 -1.183953
N 2.925143 -1.732223 -1.431487
C 3.208536 -0.978521 -0.274082
C 4.165664 0.033138 -0.073694
C 4.165197 0.690459 1.171334
C 3.099894 0.469747 2.056435
C 2.141394 -0.523428 1.877388
C 2.153632 -1.281943 0.650709
C -2.339494 -2.804357 -0.562379
O -1.996112 -3.493416 -1.488686
O -3.634010 -2.771876 -0.227082
H 1.118457 2.914568 -2.220591
H 0.974553 3.357836 -0.387167
H 1.549693 1.698469 -0.934250
H -0.594340 1.108759 -1.922444
H -2.536830 2.619592 -1.914949
H -1.522671 3.899202 -1.332335
H -1.209697 3.144593 -2.869196
H -0.252731 0.678568 0.497938
H -0.822639 2.286404 0.864408
H -2.548957 0.282516 -0.706509
H -3.454821 2.168956 1.308794
H -4.337198 1.563549 0.209717
H -1.612225 -1.685261 2.319276
H -0.989302 -1.117079 -0.464842
H -0.223119 -3.786087 0.105889
H 0.076202 -2.991364 1.613035
H 1.412346 -3.169272 -1.933272
H 3.635686 -1.822863 -2.167528
H 5.042517 0.260161 -0.726767
H 4.971407 1.393891 1.440173
H 3.094392 1.135881 2.962999
H 1.389132 -0.679011 2.611717
H -3.654772 -2.382775 0.688558

Forces on atoms 1 to 3 (eV/Å):
0.6 0.6 1.2
-1.0 -1.5 -1.1
0.4 -0.2 -0.4


4.
Entry from the Open Molecules 2025 dataset: a single C17H23N3O4S molecule (ωB97M-V/def2-TZVPD).

Calculated values
Molecular weight = 365.45 g/mol
Relative energy (zero: lowest compared OMol25 entry of this formula, charge and spin) = 69.5 kcal per mole
HOMO = -8.612 eV
Maximum force = 1.23 eV/A
Total energy = -41496.852 eV
Net charge = 0

Geometry (Å):
C -6.582648 -2.002854 -0.167332
C -5.138648 -2.350733 -0.508636
C -4.538721 -1.376527 -1.503878
S -4.113619 0.200610 -0.705905
O -3.374487 0.980251 -1.661162
O -5.279073 0.796482 -0.120612
N -3.107113 -0.333634 0.537703
C -3.383692 0.209806 1.851785
C -2.810395 1.616324 2.009143
C -1.311295 1.600620 1.727204
C -1.057353 1.035942 0.320321
C 0.399636 0.934474 0.077623
N 1.191240 -0.029791 0.432421
C 2.418731 0.394303 -0.003854
C 3.634617 -0.373365 0.172328
C 3.589789 -1.606500 0.811930
C 4.760537 -2.327742 0.972220
C 5.958818 -1.830227 0.502961
C 6.008784 -0.590025 -0.141682
O 7.237544 -0.192567 -0.565718
C 7.350630 1.047461 -1.223765
C 4.840119 0.139053 -0.305850
N 2.361129 1.562693 -0.591241
O 1.050670 1.923403 -0.544026
C -1.704807 -0.351991 0.199358
H -6.959306 -2.666372 0.607016
H -6.645710 -0.977377 0.183663
H -7.216770 -2.105863 -1.045099
H -4.527547 -2.330400 0.395673
H -5.094228 -3.361153 -0.923983
H -5.225641 -1.130405 -2.309538
H -3.601628 -1.733169 -1.921111
H -4.467046 0.224242 1.966305
H -2.948313 -0.469031 2.592540
H -3.315100 2.274043 1.298853
H -3.000257 1.982210 3.018940
H -0.899585 2.608964 1.799126
H -0.802172 0.968163 2.459475
H -1.498515 1.701179 -0.427334
H 2.644496 -1.979458 1.171456
H 4.739168 -3.286929 1.467417
H 6.878736 -2.380942 0.620487
H 7.042500 1.874409 -0.576630
H 6.759775 1.068082 -2.144635
H 8.406050 1.154453 -1.469061
H 4.821260 1.098944 -0.794447
H -1.615611 -0.710648 -0.826288
H -1.189236 -1.050467 0.865476

Forces on atoms 1 to 3 (eV/Å):
0.1 -0.1 0.1
-0.3 -0.1 0.1
0.2 0.5 0.6


5.
Entry from the Open Molecules 2025 dataset: C17H23N3O5TeTi as an isolated structure (ωB97M-V/def2-TZVPD).

Calculated values
Spin multiplicity = 2
Molecular weight = 524.85 g/mol
Relative energy (zero: lowest compared OMol25 entry of this formula, charge and spin) = 33.0 kcal per mole
HOMO (spin up / spin down) = -10.448 / -10.771 eV
Maximum force = 2.88 eV/A
Total energy = -63116.094 eV
Net charge = +1

Geometry (Å):
Ti 0.945265 -0.123221 -0.163003
O 0.655718 -1.539174 -1.835182
C 0.910878 -2.905500 -1.455304
C 2.171045 -2.973502 -0.601554
N 2.036673 -2.030744 0.521008
C 3.301981 -1.374781 0.893538
C 3.432849 -0.079546 0.065245
O 4.171798 0.817153 0.390109
O 2.597224 -0.040750 -0.951158
C 1.323859 -2.586333 1.681126
C 0.501477 -1.450524 2.312402
O 0.208421 -1.409491 3.476107
O 0.162723 -0.565352 1.401886
H 1.366595 -1.267398 -2.430439
H 1.005857 -3.533898 -2.340858
H 0.030464 -3.219986 -0.894943
H 3.025278 -2.672119 -1.208231
H 2.343012 -3.995335 -0.252525
H 4.178902 -2.008113 0.733941
H 3.283477 -1.087156 1.944082
H 1.984550 -3.040202 2.419899
H 0.611696 -3.344131 1.349183
N 1.421607 1.651859 1.069246
C 0.202367 2.370057 0.806190
C -0.430299 3.172471 1.718641
C -1.558758 3.922181 1.337055
C -2.004530 3.912436 0.043814
C -1.382417 3.086543 -0.916902
C -1.742583 3.045538 -2.277843
C -1.069684 2.200061 -3.122622
C -0.096532 1.342252 -2.611729
N 0.257279 1.324571 -1.333979
C -0.320072 2.249575 -0.502066
H 2.222531 2.129140 0.652775
H 1.588516 1.599124 2.066912
H -0.048718 3.253168 2.728950
H -2.047530 4.546174 2.072659
H -2.836250 4.533875 -0.262124
H -2.532906 3.687168 -2.645067
H -1.306596 2.167098 -4.176352
H 0.407972 0.641547 -3.262970
C -3.620291 -2.141616 -0.716121
Te -2.242770 -0.491890 -0.531031
C -2.819958 -0.178101 1.509893
H -4.624263 -1.769511 -0.532014
H -3.375476 -2.918979 0.002408
H -3.564085 -2.536810 -1.727606
H -2.584980 -1.062931 2.095631
H -3.885490 0.030952 1.558122
H -2.255828 0.664147 1.900803

Forces on atoms 1 to 3 (eV/Å):
-0.6 -1.9 -0.3
0.0 -0.2 -0.3
0.2 -0.2 0.2


Repeat the fourth record exactly.
Entry from the Open Molecules 2025 dataset: a single C17H23N3O4S molecule (ωB97M-V/def2-TZVPD).

Calculated values
Molecular weight = 365.45 g/mol
Relative energy (zero: lowest compared OMol25 entry of this formula, charge and spin) = 69.5 kcal per mole
HOMO = -8.612 eV
Maximum force = 1.23 eV/A
Total energy = -41496.852 eV
Net charge = 0

Geometry (Å):
C -6.582648 -2.002854 -0.167332
C -5.138648 -2.350733 -0.508636
C -4.538721 -1.376527 -1.503878
S -4.113619 0.200610 -0.705905
O -3.374487 0.980251 -1.661162
O -5.279073 0.796482 -0.120612
N -3.107113 -0.333634 0.537703
C -3.383692 0.209806 1.851785
C -2.810395 1.616324 2.009143
C -1.311295 1.600620 1.727204
C -1.057353 1.035942 0.320321
C 0.399636 0.934474 0.077623
N 1.191240 -0.029791 0.432421
C 2.418731 0.394303 -0.003854
C 3.634617 -0.373365 0.172328
C 3.589789 -1.606500 0.811930
C 4.760537 -2.327742 0.972220
C 5.958818 -1.830227 0.502961
C 6.008784 -0.590025 -0.141682
O 7.237544 -0.192567 -0.565718
C 7.350630 1.047461 -1.223765
C 4.840119 0.139053 -0.305850
N 2.361129 1.562693 -0.591241
O 1.050670 1.923403 -0.544026
C -1.704807 -0.351991 0.199358
H -6.959306 -2.666372 0.607016
H -6.645710 -0.977377 0.183663
H -7.216770 -2.105863 -1.045099
H -4.527547 -2.330400 0.395673
H -5.094228 -3.361153 -0.923983
H -5.225641 -1.130405 -2.309538
H -3.601628 -1.733169 -1.921111
H -4.467046 0.224242 1.966305
H -2.948313 -0.469031 2.592540
H -3.315100 2.274043 1.298853
H -3.000257 1.982210 3.018940
H -0.899585 2.608964 1.799126
H -0.802172 0.968163 2.459475
H -1.498515 1.701179 -0.427334
H 2.644496 -1.979458 1.171456
H 4.739168 -3.286929 1.467417
H 6.878736 -2.380942 0.620487
H 7.042500 1.874409 -0.576630
H 6.759775 1.068082 -2.144635
H 8.406050 1.154453 -1.469061
H 4.821260 1.098944 -0.794447
H -1.615611 -0.710648 -0.826288
H -1.189236 -1.050467 0.865476

Forces on atoms 1 to 3 (eV/Å):
0.1 -0.1 0.1
-0.3 -0.1 0.1
0.2 0.5 0.6